Arrangement w

DFT (the ωB97M-V functional and the def2-TZVPD basis) results for a molecular structure, C47H34As2N8O7S4W.

Atoms and positions in Å:
W: -0.711 0.414 0.233
S: -3.124 0.710 -0.927
C: -3.038 2.010 -2.117
C: -4.121 2.243 -2.955
C: -4.014 3.135 -4.016
C: -5.088 3.281 -4.921
N: -5.954 3.363 -5.668
C: -2.813 3.843 -4.221
C: -1.752 3.659 -3.344
C: -1.853 2.744 -2.307
S: -0.459 2.463 -1.296
C: -2.659 4.695 -5.336
N: -2.497 5.367 -6.251
H: -5.038 1.695 -2.794
H: -0.830 4.202 -3.483
N: -1.604 0.413 3.664
C: -2.477 -0.402 3.002
N: -2.308 -0.811 1.759
C: -3.189 -1.853 1.477
C: -4.057 -2.139 2.473
S: -3.782 -1.143 3.854
C: -1.441 -2.742 -0.073
C: -0.952 -3.815 -0.963
S: -1.222 -3.334 -2.617
C: -1.280 -1.701 -2.108
N: -1.161 -1.474 -0.796
N: -1.378 -0.660 -2.992
H: -1.192 1.171 3.118
H: -1.914 0.700 4.582
H: -4.814 -2.892 2.493
H: -1.150 -4.844 -0.731
H: -1.513 -0.955 -3.950
H: -2.065 0.053 -2.705
O: -2.319 3.719 0.843
C: -1.464 2.958 1.218
O: -1.657 1.621 1.265
C: -0.186 3.306 1.890
C: -0.077 4.441 2.689
C: 1.032 4.548 3.540
C: 1.967 3.535 3.645
C: 1.871 2.390 2.839
C: 0.811 2.323 1.875
O: 0.749 1.350 0.940
N: 2.682 1.298 3.060
O: 2.425 0.228 2.402
O: 3.589 1.341 3.903
N: 1.132 5.692 4.402
O: 0.225 6.504 4.364
O: 2.104 5.776 5.130
H: -0.840 5.200 2.663
H: 2.766 3.598 4.371
C: 2.735 -0.820 -0.329
C: 2.186 -1.971 0.512
As: 0.541 -1.411 1.598
C: 1.240 -2.108 3.346
C: 1.994 -3.284 3.367
C: 2.531 -3.754 4.552
C: 2.314 -3.072 5.739
C: 1.540 -1.925 5.735
C: 1.012 -1.444 4.546
C: -0.668 -2.903 1.206
C: -1.015 -3.880 2.119
C: -2.020 -4.847 2.065
C: -3.116 -4.962 1.191
C: -3.625 -4.017 0.360
C: -3.058 -2.665 0.231
As: 1.324 -0.037 -1.508
C: 2.456 1.484 -2.140
C: 2.786 2.447 -1.187
C: 3.423 3.620 -1.546
C: 3.738 3.857 -2.874
C: 3.467 2.886 -3.823
C: 2.840 1.703 -3.462
C: 1.649 -1.234 -3.112
C: 1.111 -0.814 -4.334
C: 1.239 -1.576 -5.480
C: 1.908 -2.787 -5.433
C: 2.439 -3.221 -4.232
C: 2.322 -2.454 -3.081
H: 3.609 -1.136 -0.921
H: 3.065 -0.030 0.355
H: 2.963 -2.272 1.223
H: 1.896 -2.833 -0.109
H: 2.137 -3.835 2.441
H: 3.121 -4.657 4.548
H: 2.745 -3.433 6.661
H: 1.356 -1.402 6.661
H: 0.433 -0.529 4.551
H: -0.366 -3.942 2.990
H: -1.937 -5.631 2.807
H: -3.636 -5.912 1.221
H: -4.407 -4.290 -0.330
H: -3.525 -2.129 -0.607
H: 2.531 2.297 -0.146
H: 3.653 4.359 -0.792
H: 4.187 4.794 -3.168
H: 3.727 3.053 -4.858
H: 2.657 0.946 -4.214
H: 0.578 0.132 -4.367
H: 0.830 -1.218 -6.414
H: 2.011 -3.381 -6.329
H: 2.961 -4.164 -4.188
H: 2.758 -2.825 -2.162

Results
spin multiplicity: 3
frontier orbital gap (alpha / beta): 0.1492 / 0.1396 Ha
<S²>: 2.027
molecular weight: 1284.79 g mol⁻¹

---

Arrangement x

DFT (the ωB97M-V functional and the def2-TZVPD basis) results for a molecular structure, C47H34As2N8O7S4W.

Atoms and positions in Å:
W: 0.184 -0.824 -0.426
S: -1.876 -1.311 -1.867
C: -2.021 -0.174 -3.152
C: -3.094 -0.249 -4.039
C: -3.207 0.664 -5.073
C: -4.335 0.573 -5.965
N: -5.244 0.477 -6.660
C: -2.235 1.665 -5.235
C: -1.174 1.743 -4.348
C: -1.070 0.831 -3.299
S: 0.243 0.942 -2.173
C: -2.331 2.620 -6.308
N: -2.396 3.396 -7.152
H: -3.848 -1.014 -3.915
H: -0.426 2.515 -4.472
N: -1.344 -1.162 2.643
C: -1.709 -2.188 1.772
N: -1.059 -2.305 0.619
C: -0.984 -3.605 0.173
C: -1.676 -4.486 0.941
S: -2.328 -3.702 2.286
C: -0.192 -3.815 -1.017
C: -0.065 -4.928 -1.748
S: 0.936 -4.610 -3.118
C: 1.069 -2.896 -2.687
N: 0.484 -2.682 -1.455
N: 1.613 -2.023 -3.452
H: -0.404 -1.320 3.000
H: -1.995 -0.948 3.384
H: -1.807 -5.541 0.777
H: -0.503 -5.895 -1.571
H: 1.919 -2.452 -4.321
H: 2.444 -0.463 -3.187
O: 1.672 -3.788 1.413
C: 1.977 -2.730 0.917
O: 1.292 -1.600 1.135
C: 3.153 -2.538 0.037
C: 4.258 -3.363 0.198
C: 5.354 -3.141 -0.604
C: 5.359 -2.178 -1.596
C: 4.239 -1.381 -1.779
C: 3.119 -1.517 -0.921
O: 2.104 -0.678 -1.050
N: 4.302 -0.431 -2.816
O: 5.366 -0.162 -3.401
O: 3.174 0.226 -3.218
N: 6.566 -3.957 -0.405
O: 6.573 -4.727 0.536
O: 7.481 -3.810 -1.189
H: 4.252 -4.149 0.939
H: 6.212 -2.048 -2.243
C: 0.236 2.931 0.721
C: -1.135 2.735 0.063
As: -1.897 0.971 0.405
C: -2.862 1.420 2.072
C: -2.808 2.667 2.680
C: -3.609 2.959 3.780
C: -4.488 2.016 4.281
C: -4.559 0.767 3.676
C: -3.753 0.479 2.588
C: -3.536 1.075 -0.644
C: -4.429 0.005 -0.652
C: -5.609 0.086 -1.370
C: -5.910 1.235 -2.095
C: -5.029 2.301 -2.086
C: -3.843 2.223 -1.360
As: 1.223 1.256 0.973
C: 3.053 1.875 0.984
C: 4.012 1.450 0.076
C: 5.328 1.878 0.204
C: 5.681 2.737 1.231
C: 4.713 3.188 2.122
C: 3.402 2.759 2.005
C: 1.098 0.923 2.884
C: 2.008 0.010 3.422
C: 1.919 -0.365 4.753
C: 0.927 0.173 5.567
C: 0.043 1.103 5.046
C: 0.134 1.476 3.709
H: 0.174 3.428 1.689
H: 0.863 3.542 0.071
H: -1.022 2.794 -1.014
H: -1.850 3.498 0.361
H: -2.136 3.437 2.329
H: -3.543 3.938 4.237
H: -5.116 2.250 5.129
H: -5.256 0.023 4.041
H: -3.842 -0.500 2.127
H: -4.197 -0.909 -0.120
H: -6.291 -0.755 -1.379
H: -6.828 1.294 -2.664
H: -5.252 3.197 -2.650
H: -3.168 3.066 -1.380
H: 3.736 0.815 -0.745
H: 6.068 1.538 -0.509
H: 6.706 3.064 1.339
H: 4.982 3.872 2.917
H: 2.662 3.103 2.717
H: 2.783 -0.417 2.799
H: 2.626 -1.079 5.156
H: 0.855 -0.127 6.604
H: -0.725 1.542 5.671
H: -0.567 2.198 3.327

Results
spin multiplicity: 3
frontier orbital gap (alpha / beta): 0.2119 / 0.2317 Ha
<S²>: 2.027
molecular weight: 1284.79 g mol⁻¹

---

Relative to the most stable one, in eV, the structures come out at arrangement w 5.036; arrangement x 0.000.